# 1
DFT (ωB97M-V/def2-TZVPD) results for a molecular structure, C33H57MnN4OP2S.

Values from the calculation:
- multiplicity = 4
- HOMO-LUMO gap (alpha / beta) (eV) = 5.714 / 6.480
- lowest unoccupied orbital energy (alpha / beta) (eV) = -10.72 / -10.06
- total charge = +3

Positions of all 99 atoms, in Å:
C: 2.337 -1.073 -1.587
C: 1.858 0.999 -2.601
C: 3.363 -1.343 -2.504
C: 2.628 0.591 -3.710
C: 3.444 -0.519 -3.628
H: 4.076 -2.161 -2.337
H: 2.569 1.169 -4.619
H: 4.122 -0.782 -4.429
N: 1.596 0.050 -1.611
P: 0.462 -2.340 0.186
P: 0.425 2.692 -0.977
C: 2.134 -2.131 -0.496
H: 2.431 -3.125 -0.848
H: 2.784 -1.929 0.358
C: -1.497 -0.294 0.810
O: -2.495 -0.614 1.346
C: 1.472 2.393 -2.455
H: 1.240 2.915 -3.397
C: -1.447 3.457 -0.850
C: 1.832 3.936 -0.426
C: -0.427 -3.514 -1.061
C: 0.775 -3.323 1.825
C: -2.530 2.536 -0.257
H: -2.349 2.291 0.796
H: -3.488 3.081 -0.326
H: -2.663 1.600 -0.813
C: -1.457 4.736 -0.033
H: -1.183 4.521 1.008
H: -0.793 5.505 -0.444
H: -2.483 5.139 -0.030
C: -1.790 3.683 -2.308
H: -2.764 4.187 -2.395
H: -1.041 4.253 -2.875
H: -1.896 2.690 -2.752
C: 1.573 4.559 0.944
H: 1.194 3.797 1.635
H: 2.521 4.961 1.352
H: 0.843 5.378 0.912
C: 3.135 3.126 -0.327
H: 2.989 2.240 0.306
H: 3.488 2.794 -1.307
H: 3.926 3.750 0.121
C: 1.875 5.035 -1.513
H: 1.709 4.636 -2.522
H: 1.105 5.798 -1.330
H: 2.866 5.515 -1.531
C: -0.596 -3.629 2.456
H: -0.445 -4.030 3.473
H: -1.224 -2.730 2.538
H: -1.158 -4.385 1.890
C: 1.602 -2.458 2.786
H: 2.630 -2.314 2.431
H: 1.162 -1.468 2.935
H: 1.658 -2.963 3.765
C: 1.589 -4.616 1.645
H: 2.493 -4.450 1.044
H: 1.915 -4.946 2.644
H: 1.019 -5.444 1.217
C: 0.002 -3.080 -2.468
H: 1.042 -3.366 -2.679
H: -0.635 -3.575 -3.216
H: -0.091 -1.998 -2.613
C: -1.948 -3.378 -0.882
H: -2.296 -2.370 -1.115
H: -2.441 -4.060 -1.595
H: -2.270 -3.633 0.139
C: -0.083 -5.002 -0.905
H: 1.000 -5.193 -0.935
H: -0.524 -5.444 0.001
H: -0.530 -5.543 -1.758
Mn: -0.131 0.256 -0.259
N: -1.633 -0.189 -1.783
C: -2.474 -0.554 -2.577
C: -2.615 -0.235 -4.076
C: -1.651 0.903 -4.489
C: -2.074 -1.383 -4.928
C: -4.040 0.231 -4.418
H: -1.914 1.842 -4.012
H: -0.631 0.667 -4.160
H: -1.689 1.037 -5.583
H: -2.402 -2.384 -4.625
H: -2.287 -1.214 -6.002
H: -0.981 -1.344 -4.799
H: -4.039 0.691 -5.428
H: -4.806 -0.564 -4.350
H: -4.318 1.040 -3.719
C: -0.627 -0.174 4.299
N: 0.098 1.086 4.189
C: 0.112 2.023 5.211
C: 0.964 3.011 4.848
N: 1.468 2.649 3.612
C: 0.906 1.488 3.166
S: 1.277 0.727 1.673
H: -1.091 -0.430 3.343
H: 0.031 -0.987 4.634
H: -1.403 -0.032 5.057
H: -0.481 1.877 6.092
H: 1.253 3.908 5.350
H: 2.180 3.162 3.096

Atom charges from the Löwdin analysis, given in e for atoms 1 to 2:
1 C -0.290
2 C -0.322

=====

# 2
DFT (ωB97M-V/def2-TZVPD) results for a molecular structure, C47H54N7O5ScSe.

Values from the calculation:
- HOMO-LUMO gap (alpha / beta) (eV) = 5.488 / 5.419
- lowest unoccupied orbital energy (alpha / beta) (eV) = -2.25 / -2.30

Positions of all 115 atoms, in Å:
Sc: 4.696 -0.966 20.915
O: 5.674 -4.411 19.693
C: 6.427 -3.518 19.927
N: 6.060 -2.191 19.647
C: 6.012 -1.903 18.327
O: 6.393 -2.610 17.430
C: 5.321 -0.643 17.961
C: 5.434 -0.183 16.643
C: 4.661 0.868 16.223
C: 3.990 1.613 17.191
C: 3.968 1.155 18.469
N: 4.539 -0.006 18.848
C: 7.721 -3.790 20.595
C: 7.877 -5.090 21.140
C: 8.980 -5.404 21.873
C: 10.005 -4.460 21.928
C: 9.832 -3.267 21.263
N: 8.690 -2.880 20.683
H: 6.033 -0.787 15.951
H: 4.721 1.246 15.198
H: 3.383 2.495 16.914
H: 3.412 1.688 19.216
H: 7.062 -5.793 21.035
H: 9.064 -6.333 22.393
H: 10.939 -4.631 22.467
H: 10.646 -2.527 21.262
C: -2.111 0.777 18.917
C: -2.073 -0.760 19.179
C: -2.702 -1.477 17.977
C: -2.865 -1.111 20.442
C: -0.605 -1.131 19.395
C: 0.186 -0.392 20.176
C: 1.572 -0.740 20.424
N: 2.492 -0.153 21.124
C: 2.493 0.935 21.902
C: 1.583 2.069 21.979
C: 1.720 3.012 22.955
C: 2.800 2.936 23.852
C: 3.743 1.939 23.867
C: 3.615 0.902 22.860
O: 4.436 -0.100 22.830
C: 4.884 2.002 24.870
C: 5.849 3.081 24.376
C: 5.648 0.674 25.104
C: 4.385 2.499 26.215
C: 0.920 4.288 23.036
C: 0.060 4.212 24.314
C: -0.038 4.454 21.805
C: 1.791 5.536 23.052
C: 2.069 -1.976 19.785
O: 3.239 -2.302 20.051
C: 1.239 -2.769 18.881
C: -0.016 -2.257 18.693
C: 1.789 -3.959 18.171
C: 2.870 -3.473 17.188
C: 0.643 -4.681 17.410
C: 2.382 -4.942 19.205
H: -3.117 1.203 18.897
H: -1.644 0.971 17.941
H: -1.595 1.324 19.719
H: -3.665 -1.010 17.760
H: -2.815 -2.527 18.184
H: -2.088 -1.326 17.102
H: -3.944 -0.914 20.301
H: -2.541 -0.495 21.278
H: -2.788 -2.164 20.733
H: -0.242 0.498 20.619
H: 0.800 2.223 21.242
H: 2.944 3.776 24.555
H: 6.164 2.884 23.353
H: 6.703 3.065 25.017
H: 5.377 4.065 24.369
H: 6.191 0.385 24.221
H: 4.968 -0.104 25.354
H: 6.343 0.888 25.917
H: 3.868 3.472 26.177
H: 5.258 2.613 26.858
H: 3.700 1.798 26.682
H: -0.617 3.360 24.228
H: -0.484 5.132 24.488
H: 0.704 4.040 25.218
H: -0.863 3.718 21.678
H: 0.598 4.498 20.902
H: -0.507 5.422 21.852
H: 2.521 5.478 23.867
H: 1.111 6.380 23.288
H: 2.240 5.693 22.090
H: -0.659 -2.719 17.934
H: 2.493 -2.841 16.365
H: 3.355 -4.339 16.718
H: 3.632 -2.930 17.695
H: 0.269 -4.080 16.588
H: -0.184 -4.917 18.060
H: 0.960 -5.664 17.069
H: 3.305 -4.637 19.657
H: 2.482 -5.912 18.740
H: 1.664 -5.097 20.051
Se: 6.384 1.192 21.186
C: 7.058 1.572 19.518
N: 7.517 1.765 18.472
N: 9.297 -1.030 23.518
C: 8.574 -1.677 24.453
O: 8.901 -1.703 25.637
C: 7.284 -2.323 24.019
C: 6.598 -3.174 24.877
C: 5.391 -3.715 24.425
C: 4.891 -3.350 23.196
N: 5.482 -2.454 22.435
C: 6.659 -1.955 22.845
H: 10.053 -0.472 23.843
H: 9.011 -1.028 22.544
H: 6.941 -3.373 25.852
H: 4.763 -4.346 25.026
H: 3.951 -3.732 22.840
H: 7.150 -1.268 22.181

Atom charges from the Löwdin analysis, given in e for atoms 1 to 2:
1 Sc 0.884
2 O 0.128

=====

# 3
DFT (ωB97M-V/def2-TZVPD) results for a single C2H3ClOS molecule.

Values from the calculation:
- HOMO-LUMO gap (eV) = 9.202
- lowest unoccupied orbital energy (eV) = 0.14
- SMILES = OC(=S)CCl

Positions of all 8 atoms, in Å:
C: -0.602 0.264 0.022
C: 0.503 -0.790 0.130
H: 0.717 1.559 0.054
H: 0.436 -1.092 1.084
H: 0.426 -1.625 -0.471
O: -0.306 1.607 0.036
S: -2.105 -0.374 -0.050
Cl: 2.068 -0.150 -0.063

Atom charges from the natural (NBO) analysis, given in e for atoms 1 to 2:
1 C 0.209
2 C -0.487

=====

# 4
DFT (ωB97M-V/def2-TZVPD) results for a single CH2BrNO3 molecule.

Values from the calculation:
- HOMO-LUMO gap (eV) = 10.114
- lowest unoccupied orbital energy (eV) = -1.03
- SMILES = O=[N+]([O-])[C@H](O)Br

Positions of all 8 atoms, in Å:
C: -0.718 0.355 0.437
N: -0.301 1.665 -0.143
O: -0.107 2.524 0.727
O: -0.278 1.819 -1.355
O: 0.340 -0.844 -0.226
Br: -2.391 -0.204 -0.149
H: -0.379 0.227 1.438
H: 0.084 -1.178 -1.147

Atom charges from the natural (NBO) analysis, given in e for atoms 1 to 2:
1 C 0.065
2 N 0.472

=====

# 5
DFT (ωB97M-V/def2-TZVPD) results for 2 unconnected molecules or ions with the total composition C6H12NO4.

Values from the calculation:
- HOMO-LUMO gap (eV) = 9.844
- lowest unoccupied orbital energy (eV) = -4.52
- total charge = +1

Positions of all 23 atoms, in Å:
C: 2.616 -0.225 -0.782
C: 1.840 0.400 0.395
C: 2.986 -1.612 -0.321
C: 1.336 -0.862 1.049
C: -3.490 2.183 0.339
C: -2.453 0.186 -0.451
N: -0.494 -1.174 0.026
O: -0.970 -2.036 -0.714
O: 2.104 -1.855 0.769
O: -2.697 1.474 -0.701
O: -1.217 -0.154 0.483
H: 1.911 -0.217 -1.669
H: 3.430 0.408 -1.058
H: 2.544 0.872 1.131
H: 1.043 1.064 0.206
H: 3.012 -2.329 -1.026
H: 4.014 -1.540 0.073
H: 0.769 -0.837 1.987
H: -3.120 1.783 1.311
H: -4.505 2.063 0.127
H: -3.254 3.171 0.015
H: -3.248 -0.385 0.143
H: -2.155 -0.378 -1.333

Atom charges from the natural (NBO) analysis, given in e for atoms 1 to 2:
1 C -0.440
2 C -0.497

=====

# 6
DFT (ωB97M-V/def2-TZVPD) results for a single C22H22N3OPS molecule.

Values from the calculation:
- HOMO-LUMO gap (eV) = 6.444
- lowest unoccupied orbital energy (eV) = -1.36
- SMILES = Cc1ccc(Cc2c(N)c(P(C)O)c(Cc3ccccc3)c3nsnc23)cc1

Positions of all 50 atoms, in Å:
C: -2.555 6.608 -1.219
C: -1.433 5.610 -0.484
C: -1.349 5.466 1.152
C: -0.232 4.472 1.837
C: 0.771 3.605 0.821
C: 1.886 2.546 1.480
C: 1.367 0.969 1.303
C: 2.395 -0.285 0.920
N: 3.878 0.091 0.724
C: 1.871 -1.857 0.710
P: 3.125 -3.273 0.242
C: 3.638 -4.251 1.846
O: 2.370 -4.398 -0.895
C: 0.273 -2.178 0.902
C: -0.448 -3.644 0.695
C: -1.378 -3.502 -0.678
C: -2.988 -3.797 -0.759
C: -3.746 -3.550 -2.211
C: -2.981 -3.012 -3.570
C: -1.346 -2.744 -3.449
C: -0.545 -2.976 -2.028
C: -0.755 -0.927 1.319
N: -2.253 -1.016 1.535
S: -2.952 0.546 1.981
N: -1.417 1.446 1.906
C: -0.218 0.609 1.522
C: 0.669 3.737 -0.817
C: -0.432 4.750 -1.488
H: -3.541 6.688 -0.571
H: -2.088 7.676 -1.460
H: -2.866 6.063 -2.224
H: -2.081 6.055 1.862
H: -0.151 4.334 3.004
H: 2.006 2.713 2.643
H: 2.923 2.748 0.974
H: 4.392 0.058 1.633
H: 4.315 -0.511 -0.009
H: 4.162 -3.496 2.586
H: 2.734 -4.788 2.360
H: 4.453 -5.088 1.609
H: 2.713 -5.341 -0.699
H: 0.287 -4.554 0.670
H: -1.223 -3.772 1.580
H: -3.527 -4.148 0.230
H: -4.904 -3.734 -2.269
H: -3.527 -2.811 -4.611
H: -0.797 -2.350 -4.418
H: 0.610 -2.740 -1.986
H: 1.381 3.124 -1.528
H: -0.486 4.827 -2.672

Atom charges from the natural (NBO) analysis, given in e for atoms 1 to 2:
1 C -0.664
2 C -0.010

=====

# 7
DFT (ωB97M-V/def2-TZVPD) results for 2 unconnected molecules or ions with the total composition C3H8OS.

Values from the calculation:
- HOMO-LUMO gap (eV) = 9.442
- lowest unoccupied orbital energy (eV) = 0.27

Positions of all 13 atoms, in Å:
C: -0.232 1.343 0.109
C: -0.413 -0.117 -0.066
C: 0.592 -1.095 -0.855
H: -2.093 0.661 1.334
H: 0.169 1.542 -0.975
H: 0.578 1.732 0.733
H: -1.614 -0.266 -0.113
H: -0.119 -0.495 1.085
H: 0.512 -2.166 -0.474
H: 0.429 -1.078 -1.892
H: 1.616 -1.101 0.857
O: -1.682 1.660 0.523
S: 2.258 -0.618 -0.265

Atom charges from the natural (NBO) analysis, given in e for atoms 1 to 2:
1 C -0.117
2 C -0.421

=====

# 8
DFT (ωB97M-V/def2-TZVPD) results for a molecular structure, C42H34I2N6O3S2Ti.

Values from the calculation:
- multiplicity = 3
- HOMO-LUMO gap (alpha / beta) (eV) = 3.924 / 4.745
- lowest unoccupied orbital energy (alpha / beta) (eV) = 3.61 / 3.61
- total charge = -2

Positions of all 90 atoms, in Å:
Ti: 0.151 -1.118 -0.617
C: 1.416 -3.640 -3.456
C: 0.627 -2.372 -3.591
O: 0.340 -1.676 -2.638
N: 0.108 -2.104 -4.823
C: -0.517 -0.814 -5.057
C: 0.427 0.380 -5.089
C: 0.001 1.584 -5.631
C: 0.837 2.687 -5.563
C: 2.068 2.544 -4.939
C: 2.417 1.296 -4.456
N: 1.636 0.224 -4.554
H: 0.744 -4.401 -3.054
H: 2.218 -3.494 -2.733
H: 1.824 -3.978 -4.409
H: 0.599 -2.504 -5.606
H: -1.223 -0.662 -4.235
H: -1.087 -0.860 -5.985
H: -0.977 1.658 -6.091
H: 0.533 3.640 -5.977
H: 2.741 3.384 -4.834
H: 3.367 1.134 -3.958
I: -2.417 -0.134 -1.578
C: -3.080 -2.163 -1.558
C: -4.383 -2.392 -1.913
C: -4.873 -3.708 -1.955
C: -4.035 -4.749 -1.674
C: -2.691 -4.526 -1.292
C: -1.851 -5.613 -0.981
C: -0.572 -5.385 -0.551
C: -0.088 -4.073 -0.423
C: -0.839 -2.948 -0.726
C: -2.170 -3.192 -1.193
H: -5.028 -1.557 -2.154
H: -5.911 -3.885 -2.212
H: -4.391 -5.773 -1.718
H: -2.246 -6.621 -1.056
H: 0.068 -6.219 -0.280
H: 0.917 -3.963 -0.034
S: -0.842 -0.399 1.445
C: -0.512 -0.922 3.110
C: -0.344 0.159 4.007
N: -0.205 1.051 4.731
C: -0.597 -2.197 3.626
S: -0.867 -3.663 2.799
C: -0.497 -2.353 5.048
N: -0.447 -2.534 6.186
I: 4.221 -2.977 3.356
C: 3.648 -2.397 1.414
C: 4.630 -2.374 0.399
C: 4.193 -1.896 -0.854
C: 2.889 -1.538 -1.043
N: 1.919 -1.640 -0.058
C: 2.355 -2.039 1.189
H: 5.648 -2.689 0.575
H: 4.895 -1.797 -1.675
H: 2.553 -1.126 -1.985
H: 1.610 -2.059 1.974
C: -3.673 4.310 5.006
C: -2.383 4.707 4.339
C: -1.612 5.725 4.886
C: -0.405 6.082 4.310
C: 0.054 5.387 3.207
C: -0.679 4.324 2.675
N: -0.132 3.613 1.590
C: 1.057 2.902 1.624
C: 1.959 2.999 2.694
C: 3.169 2.337 2.670
C: 3.551 1.594 1.560
C: 2.661 1.462 0.514
C: 1.398 2.053 0.540
C: 0.417 1.637 -0.524
O: -0.636 2.271 -0.714
O: 0.758 0.627 -1.260
C: -1.943 4.015 3.206
C: -2.798 2.922 2.630
H: -3.816 4.876 5.926
H: -3.656 3.246 5.251
H: -4.531 4.487 4.353
H: -1.962 6.238 5.776
H: 0.181 6.895 4.723
H: 0.997 5.645 2.742
H: -0.761 3.245 0.882
H: 1.680 3.552 3.577
H: 3.825 2.397 3.530
H: 4.508 1.087 1.530
H: 2.929 0.875 -0.353
H: -2.507 2.638 1.623
H: -3.849 3.218 2.607
H: -2.711 2.017 3.235

Atom charges from the Löwdin analysis, given in e for atoms 1 to 2:
1 Ti 0.486
2 C 0.040

=====

# 9
DFT (ωB97M-V/def2-TZVPD) results for 3 unconnected molecules or ions with the total composition C15H29N2O10P3.

Values from the calculation:
- HOMO-LUMO gap (eV) = 6.648
- lowest unoccupied orbital energy (eV) = -2.66

Positions of all 59 atoms, in Å:
C: -0.670 -2.654 0.307
C: 0.033 -2.094 -0.914
N: -0.540 -2.068 -2.042
C: 1.487 -1.554 -0.853
P: 2.630 -2.985 -0.720
C: 4.444 -2.538 -1.024
O: 4.742 -1.850 -2.003
O: 5.183 -3.006 -0.176
C: 2.221 -4.338 -1.838
C: 2.442 -4.286 -3.213
C: 2.100 -5.366 -3.991
N: 1.592 -6.538 -3.610
C: 1.425 -6.548 -2.289
C: 1.679 -5.543 -1.388
H: -1.733 -2.784 0.100
H: -0.214 -3.620 0.567
H: -0.548 -2.000 1.180
H: 0.129 -1.686 -2.710
H: 1.770 -0.917 -1.694
H: 1.607 -0.986 0.081
H: 2.555 -3.487 0.589
H: 2.864 -3.397 -3.672
H: 2.259 -5.262 -5.067
H: 1.033 -7.483 -1.881
H: 1.462 -5.688 -0.334
C: -3.049 2.447 6.363
O: -2.094 1.491 5.925
P: -1.389 1.459 4.396
O: -1.815 2.876 4.059
O: -2.440 0.345 3.881
C: -3.824 0.652 3.836
O: -0.577 1.337 2.919
C: 0.696 2.010 2.860
H: -2.680 2.921 7.273
H: -3.277 3.218 5.637
H: -3.966 1.904 6.608
H: -3.997 1.720 3.699
H: -4.309 0.311 4.752
H: -4.258 0.113 2.995
H: 1.303 1.776 3.734
H: 0.541 3.086 2.793
H: 1.218 1.668 1.969
C: 1.398 5.068 -2.670
O: -0.019 4.997 -2.625
P: -0.891 3.724 -1.967
O: 0.275 3.116 -1.208
O: -1.144 3.050 -3.409
C: -0.047 2.545 -4.151
O: -1.953 2.630 -1.274
C: -2.335 2.877 0.085
H: 1.719 5.994 -2.191
H: 1.903 4.236 -2.193
H: 1.691 5.108 -3.722
H: 0.773 2.236 -3.501
H: 0.303 3.302 -4.855
H: -0.395 1.683 -4.717
H: -2.640 3.913 0.228
H: -1.499 2.640 0.743
H: -3.174 2.227 0.323

Atom charges from the natural (NBO) analysis, given in e for atoms 1 to 2:
1 C -0.677
2 C 0.304

=====

# 10
DFT (ωB97M-V/def2-TZVPD) results for 2 unconnected molecules or ions with the total composition C10H16O.

Values from the calculation:
- HOMO-LUMO gap (eV) = 9.163
- lowest unoccupied orbital energy (eV) = 0.81
- SMILES = CCc1ccc(O)cc1.CC

Positions of all 27 atoms, in Å:
C: -0.995 -1.090 1.457
C: -1.477 -2.404 0.826
C: -1.117 0.079 0.478
C: -0.667 -0.006 -0.836
C: -1.810 1.236 0.800
C: -1.050 0.882 -1.820
C: -2.259 2.151 -0.159
C: -1.946 1.911 -1.471
O: -2.470 2.744 -2.428
H: -1.638 -0.754 2.266
H: 0.010 -1.130 1.855
H: -1.733 -2.393 -0.223
H: 0.099 -0.652 -1.246
H: -1.939 1.352 1.868
H: -0.668 0.876 -2.830
H: -2.824 3.016 0.161
H: -1.961 2.735 -3.245
H: -2.315 -2.834 1.380
H: -0.639 -3.099 0.907
C: 3.036 0.329 0.513
C: 3.775 -0.953 0.153
H: 2.424 0.208 1.407
H: 3.765 1.127 0.635
H: 2.432 0.605 -0.351
H: 4.163 -0.947 -0.876
H: 3.189 -1.858 -0.047
H: 4.615 -1.132 0.824

Atom charges from the natural (NBO) analysis, given in e for atoms 1 to 2:
1 C -0.420
2 C -0.615

=====

| no. | maximum force (eV Å⁻¹) |
| --- | --- |
| 1 | 7.347 |
| 2 | 2.192 |
| 3 | 3.762 |
| 4 | 6.444 |
| 5 | 4.762 |
| 6 | 7.558 |
| 7 | 6.371 |
| 8 | 1.854 |
| 9 | 9.288 |
| 10 | 1.902 |